*a*
A single C5H8N2 molecule, computed with the ωB97M-V functional and the def2-TZVPD basis.

Calculated values
**Spin multiplicity**: 1
**HOMO energy (alpha / beta)**: -0.21653 / -0.21042 hartree

Geometry (Å):
C -0.6264 -1.1164 -2.0768
N -0.1985 -0.3039 -1.1072
C 0.6649 0.7189 -1.1182
C 0.9436 1.1564 0.2336
C 0.2283 0.4153 1.1003
N -0.0398 0.5854 2.4633
C -0.5449 -0.6049 0.3024
H -0.2257 -1.6363 0.4652
H -1.4794 -1.7485 -1.8828
H -0.2013 -1.0113 -3.0626
H 1.0698 1.0848 -2.0502
H 1.5919 1.9923 0.4744
H 0.5723 1.2577 2.9072
H -0.0545 -0.2758 2.9949
H -1.6248 -0.5385 0.4663

=====

*b*
C5H8N2 as an isolated structure, computed with the ωB97M-V functional and the def2-TZVPD basis.

Calculated values
**Spin multiplicity**: 1
**HOMO energy**: -0.27633 hartree

Geometry (Å):
C -2.1088 1.4236 -0.8436
C -0.6452 -0.0362 -0.1936
C 0.4797 0.4857 0.4395
C 1.2646 -0.6878 0.4346
N 2.4819 -0.8916 1.1059
C 0.5867 -1.6476 -0.3464
N -0.5914 -1.1618 -0.8350
H -2.6374 1.0597 0.0321
H -1.7178 2.4288 -0.6827
H -2.7556 1.3586 -1.7225
H 0.6093 1.4053 0.9908
H 2.5293 -1.7946 1.5606
H 2.6826 -0.1663 1.7817
H 0.8793 -2.6737 -0.5381
H -1.2093 0.8339 -1.2279

=====

Most stable to least stable, the ends of the list are *a* and *b*.

=====

*a*
A single C5H8N2 molecule, computed with the ωB97M-V functional and the def2-TZVPD basis.

Calculated values
**Spin multiplicity**: 1
**HOMO energy**: -0.30168 hartree

Geometry (Å):
C -0.0987 0.1181 1.2171
C 0.1180 0.2168 -0.2884
C 0.0360 -1.2170 -0.8123
C -0.2257 -2.1439 0.3559
N -0.2814 -1.3318 1.3902
C -0.3068 1.4064 -1.0547
N 1.1145 1.1057 -0.8709
H 0.7638 0.4765 1.7945
H -0.9860 0.6622 1.5595
H -0.4512 -1.6915 2.3212
H 0.9708 -1.5061 -1.3047
H -0.7571 -1.3538 -1.5558
H -0.7403 2.2449 -0.5091
H -0.6741 1.2915 -2.0726
H 1.5184 1.7221 -0.1698

=====

*b*
A 3-piece molecular cluster, C5H8N2 overall, computed with the ωB97M-V functional and the def2-TZVPD basis.

Calculated values
**Spin multiplicity**: 1
**HOMO energy (alpha / beta)**: -0.32507 / -0.32632 hartree

Geometry (Å):
C 2.1995 -0.1985 0.9788
N 1.0160 0.1473 0.5447
C 0.8020 0.4426 -0.8206
C -0.5253 0.5183 -1.0476
C -1.0762 0.2219 0.2631
C -2.4521 -0.1256 0.6289
N -0.1831 0.0383 1.2001
H 2.0604 -0.7131 1.9255
H 3.6641 1.7014 -1.2032
H 2.1549 -2.6931 -1.4960
H 1.7707 0.4612 -1.3078
H -1.1784 0.9133 -1.8503
H -3.1022 0.0164 -0.2320
H -2.7397 0.4540 1.5105
H -2.4105 -1.1845 0.9059

=====

*c*
C5H8N2 as an isolated structure, computed with the ωB97M-V functional and the def2-TZVPD basis.

Calculated values
**Spin multiplicity**: 1
**HOMO energy (alpha / beta)**: -0.32335 / -0.32337 hartree

Geometry (Å):
C -1.5229 -1.0080 -0.0540
C -0.8073 0.2855 -0.3871
C -0.7752 1.4658 0.5132
N 0.4217 0.5909 0.3159
C 2.0867 0.1714 -0.4971
C 2.0145 -0.9199 0.4314
N 1.5435 -1.5529 1.2783
H -1.5371 -1.1802 1.0272
H -0.9979 -1.8533 -0.5094
H -2.5549 -1.0054 -0.4276
H -0.8223 0.5533 -1.4441
H -0.8930 2.4761 0.1364
H -1.2284 1.3319 1.5114
H 2.0957 -0.1637 -1.5539
H 2.9770 0.8085 -0.3408

=====

Most stable to least stable, the ends of the list are *a* and *b*.

=====

*a*
C5H8N2 as an isolated structure, computed with the ωB97M-V functional and the def2-TZVPD basis.

Calculated values
**Spin multiplicity**: 1
**HOMO energy**: -0.36595 hartree

Geometry (Å):
C 1.6649 -0.4313 -0.5283
C 0.6101 0.2772 0.2922
C -0.3857 1.2682 -0.3611
N -1.3823 0.7578 0.5869
C -0.6664 -0.3948 0.8403
C -1.0138 -1.6376 -0.6857
N -1.6738 -2.0144 0.2268
H 1.2239 -0.8956 -1.4115
H 2.4325 0.2863 -0.8384
H 2.1548 -1.2132 0.0622
H 1.0726 0.7592 1.1633
H -0.6036 0.9995 -1.4023
H -0.1736 2.3372 -0.2685
H -2.3811 0.7543 0.4274
H -0.7176 -0.9060 1.7948

=====

*b*
A single C5H8N2 molecule, computed with the ωB97M-V functional and the def2-TZVPD basis.

Calculated values
**Spin multiplicity**: 1
**HOMO energy (alpha / beta)**: -0.28675 / -0.28681 hartree

Geometry (Å):
C 1.4109 2.0888 -0.3772
N 0.8573 1.0257 0.3652
C -0.3043 0.6018 -0.3046
C -0.4622 -0.7663 0.1301
C -1.5130 -1.7375 -0.2967
C 0.4992 -0.9046 1.1096
N 1.3256 0.1787 1.2307
H 0.1179 1.4584 -1.2096
H 1.9714 1.7182 -1.2335
H 1.9561 2.8303 0.2066
H -1.1629 1.2543 -0.1184
H -1.5308 -2.6149 0.3556
H -1.3341 -2.0848 -1.3203
H -2.5104 -1.2830 -0.2814
H 0.6793 -1.7652 1.7439

=====

Most stable to least stable, the ends of the list are *a* and *b*.

=====

*a*
An isolated ion of composition C4H12NO and charge +1, computed with the ωB97M-V functional and the def2-TZVPD basis.

Calculated values
**Total charge**: +1
**Spin multiplicity**: 1
**HOMO energy**: -0.56177 hartree

Geometry (Å):
O 0.0497 -0.6948 1.7545
C 0.6405 0.6400 1.9081
C 0.5288 1.2932 0.5813
N -0.5923 0.3078 -0.2962
C -0.1588 0.0295 -1.7156
C -0.3792 -1.4558 -2.0982
H -0.3238 -0.7937 2.6154
H 0.2444 1.1998 2.8088
H 1.7593 0.4407 2.0895
H 0.1331 2.2155 0.2260
H 1.3404 1.5213 -0.2242
H -1.5208 0.7924 -0.3714
H -0.8053 -0.6700 0.0951
H -0.6482 0.7016 -2.6253
H 0.9958 0.3373 -1.6920
H -0.1919 -1.4302 -3.1883
H 0.4081 -2.2287 -1.7586
H -1.4301 -1.7243 -1.9920

=====

*b*
A 2-piece molecular cluster, C4H12NO overall, computed with the ωB97M-V functional and the def2-TZVPD basis.

Calculated values
**Total charge**: +1
**Spin multiplicity**: 1
**HOMO energy**: -0.54086 hartree

Geometry (Å):
C -0.4251 0.7160 2.0314
C -1.2484 -0.1234 1.1074
C -0.5655 -0.5643 -0.1974
C -0.4850 -1.7613 -0.6072
N -0.1190 0.6785 -0.9592
H -0.8918 0.6146 3.1071
H 0.5924 0.3590 2.1952
H -0.3645 1.7737 2.0088
H -1.5900 -1.0555 1.5076
H -2.1807 0.4729 0.8444
H -1.0193 -2.6282 -0.1919
H 0.2529 -2.0583 -1.4845
H -0.0326 1.5427 -0.3987
H -0.8505 0.8225 -1.6613
H 0.8177 0.5950 -1.5441
H 2.8852 -0.5764 -1.7720
H 2.8131 0.9860 -1.8717
O 2.4111 0.2064 -2.1139

=====

Most stable to least stable, the ends of the list are *b* and *a*.

=====

*a*
A 2-piece molecular cluster, C4H12NO overall, computed with the ωB97M-V functional and the def2-TZVPD basis.

Calculated values
**Total charge**: +1
**Spin multiplicity**: 1
**HOMO energy**: -0.56109 hartree

Geometry (Å):
O -0.8290 1.5214 -0.0438
C -1.0915 1.5458 1.3472
C -0.0396 0.4672 1.8429
N -0.1376 -0.6341 0.9616
C 0.3687 -1.4126 -2.4354
C 1.6408 -1.2810 -1.4172
H -0.5706 0.5246 -0.1282
H -0.8410 2.5930 1.7649
H -2.1513 1.3108 1.5615
H 0.9195 1.1337 1.8786
H -0.0736 0.0077 2.8952
H -0.3912 -0.5580 -2.3687
H -0.8028 -1.2910 1.3584
H -0.0972 -2.4783 -2.2944
H 0.6038 -1.2795 -3.4952
H 1.3135 -1.6309 -0.3891
H 2.4525 -1.7932 -1.8309
H 1.9631 -0.1873 -1.3584

=====

*b*
A 2-piece molecular cluster, C4H12NO overall, computed with the ωB97M-V functional and the def2-TZVPD basis.

Calculated values
**Total charge**: +1
**Spin multiplicity**: 1
**HOMO energy**: -0.53384 hartree

Geometry (Å):
C -0.8058 1.2071 2.5305
C 0.4222 1.1674 1.7244
C 0.4240 0.3527 0.3388
C 0.3770 0.8605 -0.8783
N 0.0357 -0.0675 -1.9519
H -0.4686 1.4234 3.5214
H -1.4621 0.2443 2.6494
H -1.5632 2.0202 2.3328
H 1.1370 0.7079 2.3326
H 0.7509 2.2247 1.4695
H 0.2391 -0.6891 0.5344
H 0.3070 1.9186 -1.1271
H -0.4709 -0.9575 -1.7718
H -0.4249 0.6205 -2.6608
H 0.9012 -0.2422 -2.5248
H 0.6388 -3.4820 -1.3899
H -1.0862 -3.0323 -1.6348
O -0.1564 -2.7262 -1.2950

=====

*c*
An isolated ion of composition C4H12NO and charge +1, computed with the ωB97M-V functional and the def2-TZVPD basis.

Calculated values
**Total charge**: +1
**Spin multiplicity**: 1
**HOMO energy**: -0.53720 hartree

Geometry (Å):
O 0.4390 -2.4382 0.9038
C 1.4481 -1.6148 0.3064
C 1.2465 -0.1202 0.6505
N -0.3331 0.2302 0.4325
C -0.6439 0.6710 -0.9653
C -1.7818 1.7292 -0.6393
H 0.2897 -3.2680 0.3472
H 2.3423 -1.9530 0.9507
H 1.6017 -1.6673 -0.6838
H 1.5990 0.2051 1.6655
H 1.7573 0.3481 -0.2309
H -0.3164 1.2187 1.0186
H -1.0383 -0.4261 0.8233
H 0.2870 1.3211 -1.3642
H -0.8053 -0.1776 -1.5867
H -1.9891 2.4370 -1.5498
H -2.6615 1.1559 -0.4082
H -1.4411 2.3490 0.3297

=====

Most stable to least stable, the ends of the list are *b* and *a*.

=====

*a*
A 2-piece molecular cluster, C4H12NO overall, computed with the ωB97M-V functional and the def2-TZVPD basis.

Calculated values
**Total charge**: +1
**Spin multiplicity**: 1
**HOMO energy**: -0.51109 hartree

Geometry (Å):
C 1.3907 1.9945 0.0524
C 0.1858 1.6142 -0.8103
C -0.3804 0.2482 -0.5979
C -0.9435 -0.6639 -1.4013
N -0.2173 -0.2798 0.8047
H 1.5335 3.0656 0.0900
H 2.2811 1.4715 -0.2868
H 1.2020 1.8115 1.1148
H 0.5799 1.6366 -1.8249
H -0.6058 2.3700 -0.8806
H -1.6358 -0.4847 -2.2169
H -0.5541 -1.6794 -1.4257
H 0.6982 0.0222 1.1401
H -0.9084 0.0896 1.4453
H -0.2866 -1.3058 0.9232
H -0.8426 -3.1933 0.5305
H -1.0545 -3.5774 1.9714
O -0.4422 -3.1397 1.3722

=====

*b*
A 2-piece molecular cluster, C4H12NO overall, computed with the ωB97M-V functional and the def2-TZVPD basis.

Calculated values
**Total charge**: +1
**Spin multiplicity**: 1
**HOMO energy**: -0.55141 hartree

Geometry (Å):
C -1.5411 1.4822 0.0951
C -0.2711 1.1421 -0.6670
C 0.5144 0.0008 -0.0513
C 1.9044 -1.5462 -1.2748
N 1.6946 -0.3697 -0.8558
H -1.9272 2.3699 -0.4228
H -1.4023 1.8178 1.1168
H -2.3647 0.8102 -0.1286
H 0.3904 2.0079 -0.7575
H -0.5559 0.8856 -1.6895
H -0.0502 -0.8744 0.0548
H 0.8389 0.2871 0.9427
H 1.2275 -2.3257 -0.9491
H 2.7350 -1.7466 -1.9401
H 2.3601 0.3483 -1.1355
H -0.7361 -1.4817 3.1913
H -1.8897 -1.4378 2.2244
O -0.9270 -1.3698 2.2471

=====

Most stable to least stable, the ends of the list are *b* and *a*.

=====

*a*
A 6-piece molecular cluster, H13NO5 overall, computed with the ωB97M-V functional and the def2-TZVPD basis.

Calculated values
**Spin multiplicity**: 1
**HOMO energy**: -0.37551 hartree

Geometry (Å):
N -0.5684 -1.7589 -0.5921
H -0.0283 -0.9976 -0.2095
H -0.2323 -2.6259 -0.1941
H -1.5461 -1.7172 -0.3291
H 1.8008 0.9288 0.6961
H 2.7691 -0.1830 1.0093
O 1.8324 -0.0111 0.9365
H -0.7005 2.8763 -2.2291
H -0.3140 1.4080 -2.2374
O -0.1749 2.2298 -1.7514
H -0.6926 -1.0334 -2.3700
H -0.6868 -1.6374 -3.8169
O -0.7025 -0.8239 -3.3184
H 0.4088 -0.2456 2.5127
H 0.6541 -1.3578 3.5055
O -0.0515 -0.8406 3.1195
H -0.9492 2.0640 1.0273
H -0.5232 1.9191 2.5787
O -0.2949 1.8065 1.6624

=====

*b*
H13NO5 as an isolated structure, computed with the ωB97M-V functional and the def2-TZVPD basis.

Calculated values
**Spin multiplicity**: 1
**HOMO energy**: -0.37964 hartree

Geometry (Å):
N 0.1366 2.3020 -0.3044
H 0.4804 1.7013 -1.0401
H -0.3530 3.0062 -0.8137
H 0.9345 2.7645 0.1073
H 2.1557 -0.4457 1.9387
H 0.9109 0.4607 1.7378
O 1.7989 0.2805 1.3876
H -0.6458 -0.4266 -1.4918
H -0.7872 -1.6702 -2.4635
O -1.2986 -1.0860 -1.8688
H 1.2485 0.2275 -0.2513
H 1.8814 0.0628 -1.6139
O 1.0102 0.2369 -1.2358
H -0.3438 1.1164 1.1081
H -0.4998 -0.5121 1.2725
O -0.3088 0.3506 1.7069
H -1.4831 -1.7815 -0.5253
H -1.6706 -1.7969 1.3806
O -1.4327 -1.9884 0.4755

=====

Most stable to least stable, the ends of the list are *a* and *b*.

=====

*a*
C4H6NO2 as an isolated structure, computed with the ωB97M-V functional and the def2-TZVPD basis.

Calculated values
**Total charge**: -1
**Spin multiplicity**: 1
**HOMO energy**: -0.11981 hartree

Geometry (Å):
C -0.0515 -0.1642 0.1678
C -2.2273 -1.2685 0.2667
C 1.4384 1.1706 -0.1131
C 1.4384 -0.4205 -0.3065
N -0.0003 1.1174 0.1883
O -0.7741 2.0988 0.3544
O 2.2500 -1.1616 0.3215
H -2.2832 -1.5932 -0.7511
H -2.0219 -2.0038 1.0149
H 2.0334 1.5020 0.7359
H 1.6548 1.7518 -1.0121
H 1.3345 -0.6231 -1.4157
H -2.7914 -0.4057 0.5490

=====

*b*
An isolated ion of composition C4H6NO2 and charge -1, computed with the ωB97M-V functional and the def2-TZVPD basis.

Calculated values
**Total charge**: -1
**Spin multiplicity**: 1
**HOMO energy**: -0.05651 hartree

Geometry (Å):
C 0.3281 0.7287 -0.2602
C 0.4219 2.0635 -0.0136
C 0.2456 -1.3917 -0.3312
C -0.9606 -0.3701 -0.3520
N 1.2243 -0.2527 -0.3163
O 2.3933 -0.3984 0.2284
O -2.0039 -0.4610 0.5632
H 1.4050 2.4085 0.3401
H -0.4763 2.4526 0.4752
H 0.4002 -2.0265 0.6253
H 0.3158 -1.9696 -1.1938
H -1.5003 -0.5006 -1.3225
H -1.7932 -0.2826 1.5574

=====

Most stable to least stable, the ends of the list are *b* and *a*.